1.
The following is a DFT calculation (ωB97M-V with the def2-TZVPD basis set) of a single C16H21N3O3S2 molecule.

The calculation puts the molar mass at 367.50 g mol⁻¹. The HOMO-LUMO gap comes out at 8.8 eV. Its SMILES is CCCCc1ccc(S(=O)(=O)NNC(=S)NCc2ccco2)cc1. As for the energy relative to the best compared isomer or geometry (same formula, charge and spin): 74.8 kcal/mol. The calculation puts the HOMO energy at -8.40 eV. As for the LUMO energy: 0.0132 Ha.

ORCA input file:
```
! RIJCOSX wB97M-V def2-TZVPD def2/J DEFGRID3
* xyz 0 1
C 2.7490 -0.1900 5.9130
C 2.5432 -1.4415 5.0678
C 1.3225 -1.3563 4.1521
C 1.4796 -0.3073 3.0421
C 0.2865 -0.3342 2.1378
C -0.8319 0.4446 2.4250
C -1.9450 0.4093 1.6059
C -1.9328 -0.4160 0.4980
S -3.3175 -0.3405 -0.6141
O -3.1315 -1.2347 -1.7315
O -4.5659 -0.4000 0.0738
N -3.1665 1.2756 -1.2017
N -1.8908 1.8195 -1.2428
C -0.7788 1.2500 -1.8046
S 0.6825 1.9014 -1.3966
N -0.9385 0.2375 -2.6635
C 0.1731 -0.3479 -3.3892
C 0.3094 0.2641 -4.7454
C 0.9110 1.4178 -5.1540
C 0.6741 1.5134 -6.5469
C -0.0551 0.4144 -6.8775
O -0.2855 -0.3465 -5.7948
C -0.8462 -1.2134 0.1999
C 0.2612 -1.1724 1.0275
H 2.9859 0.6695 5.2915
H 3.5713 -0.3381 6.6089
H 1.8521 0.0333 6.4869
H 2.4135 -2.2983 5.7329
H 3.4354 -1.6236 4.4650
H 0.4375 -1.1193 4.7466
H 1.1569 -2.3316 3.6882
H 2.3836 -0.5233 2.4708
H 1.5789 0.6828 3.4862
H -0.8212 1.0930 3.2882
H -2.8201 1.0086 1.8020
H -3.6752 1.3788 -2.0740
H -1.6867 2.4829 -0.5033
H -1.8412 -0.2178 -2.7480
H -0.0031 -1.4204 -3.4869
H 1.0836 -0.1592 -2.8122
H 1.4519 2.1037 -4.5354
H 1.0037 2.2909 -7.2047
H -0.4534 0.0709 -7.8115
H -0.8817 -1.8474 -0.6718
H 1.1223 -1.7824 0.8001
*
```

Atom charges from the natural (NBO) analysis, given in e for atoms 1 to 6: -0.608 -0.392 -0.381 -0.422 0.052 -0.219

2.
The following is a DFT calculation (ωB97M-V with the def2-TZVPD basis set) of a molecular structure, C16H21N6O3ReS.

The calculation puts the molar mass at 563.66 g mol⁻¹. The HOMO-LUMO gap (spin up / spin down) comes out at 7.2 / 6.8 eV. As for the energy relative to the best compared isomer or geometry (same formula, charge and spin): 1.9 kcal/mol. The calculation puts the HOMO energy (spin up / spin down) at -19.16 / -19.16 eV. Its expectation value of S² is 0.757. As for the LUMO energy (spin up / spin down): -0.4392 / -0.4533 Ha.

ORCA input file:
```
! RIJCOSX wB97M-V def2-TZVPD def2/J DEFGRID3
* xyz 3 2
Re 1.0638 -0.8224 0.8393
C 3.7426 2.5564 -0.0030
C 3.0450 1.2506 0.0601
N 1.9376 1.0636 0.7251
N 1.4346 2.0694 1.5411
C 0.8132 1.6703 2.6415
N 0.2888 2.4813 3.5124
S 0.7724 -0.1028 2.9091
C 3.5678 0.0053 -0.5382
C 4.7072 -0.0852 -1.3014
C 5.1372 -1.3457 -1.7387
C 4.4159 -2.4710 -1.3942
C 3.2705 -2.3220 -0.6191
N 2.8611 -1.1166 -0.2048
H 4.1749 2.7817 0.9788
H 4.5480 2.5552 -0.7300
H 3.0609 3.3650 -0.2763
H 1.5603 3.0414 1.2800
H 0.2993 3.4909 3.4119
H -0.1711 2.1184 4.3399
H 5.2777 0.7947 -1.5621
H 6.0349 -1.4288 -2.3384
H 4.7203 -3.4599 -1.7092
H 2.6670 -3.1740 -0.3298
C -4.2300 0.0353 1.8864
C -4.2429 0.4273 0.4170
C -3.1041 -0.2185 -0.4007
C -3.1932 0.2554 -1.8932
C -2.2658 -0.4497 -2.8720
C -3.2940 -1.7272 -0.4061
O -4.3293 -2.2761 -0.5527
N -2.1111 -2.5729 -0.2131
C -0.9397 -2.0746 0.0626
O 0.1538 -2.6687 0.3566
N -0.7356 -0.7170 0.1322
C -1.7753 0.2589 0.1435
O -1.5085 1.3624 0.5238
H -5.0929 0.4568 2.3987
H -3.3373 0.4074 2.3975
H -4.2915 -1.0474 2.0210
H -4.1474 1.5071 0.3005
H -5.1790 0.1286 -0.0534
H -3.0105 1.3311 -1.8850
H -4.2341 0.1093 -2.1837
H -1.2091 -0.3205 -2.6170
H -2.4019 -0.0270 -3.8661
H -2.4834 -1.5158 -2.9565
H -2.2672 -3.5800 -0.2346
*
```

Atom charges from the natural (NBO) analysis, given in e for atoms 1 to 6: 1.359 -0.715 0.423 -0.311 -0.399 0.388

3.
The following is a DFT calculation (ωB97M-V with the def2-TZVPD basis set) of a molecular structure, C16H21N6O3ReS.

The calculation puts the molar mass at 563.66 g mol⁻¹. The HOMO-LUMO gap (spin up / spin down) comes out at 7.2 / 6.9 eV. As for the energy relative to the best compared isomer or geometry (same formula, charge and spin): 3.1 kcal/mol. The calculation puts the HOMO energy (spin up / spin down) at -19.19 / -19.19 eV. Its expectation value of S² is 0.757. As for the LUMO energy (spin up / spin down): -0.4408 / -0.4528 Ha.

ORCA input file:
```
! RIJCOSX wB97M-V def2-TZVPD def2/J DEFGRID3
* xyz 3 2
Re -0.7048 0.2122 1.3683
C -3.7387 -2.6327 -0.0823
C -2.9775 -1.4446 0.3741
N -1.7056 -1.4733 0.6535
N -1.0182 -2.6805 0.6735
C -0.0517 -2.7871 1.5815
N 0.6651 -3.8586 1.7437
S 0.1948 -1.3578 2.6381
C -3.5842 -0.1380 0.6601
C -4.9024 0.1875 0.4374
C -5.3689 1.4479 0.8327
C -4.5032 2.3369 1.4370
C -3.1801 1.9553 1.6333
N -2.7355 0.7486 1.2607
H -3.8542 -3.3314 0.7542
H -4.7310 -2.3716 -0.4345
H -3.2295 -3.1473 -0.9002
H -1.3112 -3.4385 0.0675
H 0.5522 -4.6959 1.1816
H 1.3957 -3.8860 2.4462
H -5.5824 -0.5104 -0.0293
H -6.4054 1.7130 0.6660
H -4.8275 3.3168 1.7600
H -2.4601 2.6230 2.0919
C 4.6445 -0.6114 0.1135
C 4.1416 -0.1417 -1.2424
C 2.8483 0.6972 -1.1691
C 2.3780 1.0727 -2.6223
C 1.3482 2.1864 -2.7357
C 3.1495 1.9999 -0.4386
O 4.1275 2.6460 -0.5739
N 2.1134 2.5387 0.4606
C 1.0476 1.8614 0.7669
O 0.1142 2.1340 1.5962
N 0.7990 0.6149 0.2213
C 1.7396 -0.1315 -0.5575
O 1.5659 -1.3101 -0.6636
H 5.6128 -1.0968 0.0060
H 3.9654 -1.3317 0.5743
H 4.7994 0.2252 0.7992
H 3.9361 -0.9880 -1.8991
H 4.8896 0.4793 -1.7337
H 2.0087 0.1522 -3.0777
H 3.2897 1.3451 -3.1550
H 0.4087 1.9499 -2.2259
H 1.1024 2.3389 -3.7855
H 1.7243 3.1402 -2.3624
H 2.3100 3.4419 0.8898
*
```

Atom charges from the natural (NBO) analysis, given in e for atoms 1 to 6: 1.356 -0.714 0.418 -0.310 -0.401 0.388

4.
The following is a DFT calculation (ωB97M-V with the def2-TZVPD basis set) of a single C16H21NO2 molecule.

The calculation puts the molar mass at 259.35 g mol⁻¹. The HOMO-LUMO gap comes out at 9.1 eV. Its SMILES is CC(=O)c1cccc(NC(=O)CCC2CCCC2)c1. As for the energy relative to the best compared isomer or geometry (same formula, charge and spin): 12.9 kcal/mol. The calculation puts the HOMO energy at -8.75 eV. As for the LUMO energy: 0.0111 Ha.

ORCA input file:
```
! RIJCOSX wB97M-V def2-TZVPD def2/J DEFGRID3
* xyz 0 1
C 1.4025 2.0358 4.9324
C 0.6998 1.4115 3.7529
O -0.4592 1.0637 3.8161
C 1.4905 1.2384 2.5067
C 2.8187 1.6404 2.3699
C 3.4743 1.4362 1.1695
C 2.8389 0.8377 0.0956
C 1.5118 0.4310 0.2199
N 0.7968 -0.1810 -0.8095
C 1.2134 -0.5172 -2.0635
O 2.3237 -0.2945 -2.4933
C 0.1537 -1.1866 -2.9270
C -0.9129 -2.0179 -2.2043
C -2.1897 -1.2414 -1.8752
C -3.0964 -0.9948 -3.0846
C -4.4696 -0.6709 -2.4810
C -4.4618 -1.2686 -1.0602
C -3.1226 -1.9978 -0.9268
C 0.8519 0.6376 1.4257
H 1.7392 3.0385 4.6783
H 0.7143 2.0898 5.7721
H 2.2670 1.4378 5.2120
H 3.3423 2.1098 3.1870
H 4.5026 1.7480 1.0631
H 3.3581 0.6817 -0.8350
H -0.1551 -0.4138 -0.5649
H -0.3243 -0.3964 -3.5116
H 0.7031 -1.8087 -3.6357
H -0.4921 -2.4472 -1.2906
H -1.1889 -2.8593 -2.8441
H -1.9499 -0.2692 -1.4291
H -2.7359 -0.1927 -3.7272
H -3.1532 -1.9066 -3.6817
H -5.2710 -1.0895 -3.0880
H -4.6212 0.4076 -2.4365
H -5.3016 -1.9422 -0.8974
H -4.5275 -0.4734 -0.3171
H -2.7610 -2.0107 0.1011
H -3.2172 -3.0305 -1.2672
H -0.1780 0.3328 1.5516
*
```

Atom charges from the natural (NBO) analysis, given in e for atoms 1 to 6: -0.717 0.579 -0.542 -0.180 -0.194 -0.200

5.
The following is a DFT calculation (ωB97M-V with the def2-TZVPD basis set) of a molecular structure, C16H22BClO2Os.

The calculation puts the molar mass at 482.84 g mol⁻¹. The HOMO-LUMO gap (spin up / spin down) comes out at 6.5 / 3.6 eV. As for the energy relative to the best compared isomer or geometry (same formula, charge and spin): 37.2 kcal/mol. The calculation puts the HOMO energy (spin up / spin down) at -6.96 / -6.20 eV. Its expectation value of S² is 6.022. As for the LUMO energy (spin up / spin down): -0.0159 / -0.0972 Ha.

ORCA input file:
```
! RIJCOSX wB97M-V def2-TZVPD def2/J DEFGRID3
* xyz 0 5
C -2.4708 -1.1379 -2.6365
C -2.5589 -1.3334 -4.0522
C -2.6607 -0.0455 -4.6771
H -2.6003 -2.2920 -4.5538
C -2.6414 0.9452 -3.6402
C -2.5391 0.2696 -2.3824
H -2.5239 0.7308 -1.3963
H -2.3591 -1.9138 -1.8821
H -2.8099 0.1409 -5.7295
H -2.7420 2.0143 -3.7797
Os -0.9102 -0.1642 -3.6619
Cl 0.0448 -2.4583 -0.2261
C 3.8492 -0.2095 -1.5455
C 3.0279 0.9505 -1.7066
C 1.8777 0.5541 -2.4878
H 3.1947 1.9447 -1.3120
C 1.9811 -0.8239 -2.7647
C 3.2248 -1.3110 -2.2004
H 3.5617 -2.3388 -2.2570
H 4.7677 -0.2534 -0.9854
H 0.8871 0.9601 -2.8599
H 1.0595 -1.2013 -3.2766
C 1.7747 0.8226 3.1296
C 0.6535 -0.1858 2.9385
C 0.4550 -0.9336 4.2593
O 1.0817 -1.1365 1.9359
B -0.0260 -1.4024 1.1703
O -1.1649 -0.7060 1.4937
C -0.7212 0.3720 2.3413
C -1.8286 0.6507 3.3372
C -0.5246 1.6193 1.4827
H 2.6521 0.3124 3.5510
H 1.4698 1.6027 3.8415
H 2.0712 1.2931 2.1831
H 1.4102 -1.3676 4.5783
H 0.1301 -0.2406 5.0490
H -0.2827 -1.7429 4.1669
H -1.5781 1.5261 3.9458
H -2.7602 0.8689 2.8031
H -2.0079 -0.1982 4.0042
H 0.2834 1.4966 0.7477
H -1.4524 1.8369 0.9380
H -0.2952 2.4854 2.1169
*
```

Atom charges from the Löwdin analysis, given in e for atoms 1 to 6: -0.251 -0.272 -0.294 0.114 -0.278 -0.233

6.
The following is a DFT calculation (ωB97M-V with the def2-TZVPD basis set) of a molecular structure, C16H22BClO2Yb.

The calculation puts the molar mass at 465.65 g mol⁻¹. The HOMO-LUMO gap comes out at 5.1 eV. As for the energy relative to the best compared isomer or geometry (same formula, charge and spin): 0.0 kcal/mol. The calculation puts the HOMO energy at -2.81 eV. Its expectation value of S² is 0.751. As for the LUMO energy: 0.0857 Ha.

ORCA input file:
```
! RIJCOSX wB97M-V def2-TZVPD def2/J DEFGRID3
* xyz -1 2
C 2.3544 -2.8293 0.3254
C 2.4248 -2.8658 -1.0860
C 1.0996 -2.8573 -1.5814
H 3.3247 -2.9007 -1.6771
C 0.2190 -2.7781 -0.4798
C 0.9997 -2.7716 0.6970
H 0.6264 -2.6690 1.7021
H 3.1937 -2.7754 0.9977
H 0.8144 -2.8412 -2.6187
H -0.8555 -2.7190 -0.5292
Yb 1.4836 -0.8215 -0.5449
Cl 2.1842 0.4072 1.1778
C 1.5906 2.0907 -5.2728
C 0.3773 1.4592 -5.6112
C 0.6837 0.2413 -6.2506
H -0.6181 1.8431 -5.4144
C 2.0865 0.1201 -6.3073
C 2.6470 1.2632 -5.7032
H 3.7060 1.4697 -5.5890
H 1.6936 3.0459 -4.7688
H -0.0345 -0.4768 -6.6323
H 2.6381 -0.7076 -6.7404
C -3.2473 0.5125 1.9704
C -1.8391 1.1394 2.1629
C -2.0406 2.5954 2.6376
O -1.1685 1.1174 0.9163
B -0.4535 -0.1697 0.9849
O -0.4366 -0.7398 2.3463
C -0.9397 0.2982 3.1410
C 0.2470 1.1107 3.7333
C -1.6896 -0.3128 4.3448
H -3.8183 1.0823 1.2090
H -3.8300 0.5413 2.9170
H -3.1772 -0.5422 1.6302
H -2.6774 3.1521 1.9191
H -2.5282 2.6177 3.6364
H -1.0765 3.1410 2.6992
H -0.1134 1.8712 4.4582
H 0.9473 0.4382 4.2765
H 0.8082 1.6575 2.9562
H -2.4925 -1.0043 4.0193
H -0.9887 -0.9151 4.9650
H -2.1262 0.4824 4.9851
*
```

Atom charges from the natural (NBO) analysis, given in e for atoms 1 to 6: -0.365 -0.415 -0.412 0.248 -0.348 -0.326